[1]
{
  "formula": "C44H36NO30S",
  "method": "ωB97M-V/def2-TZVPD",
  "symbols": ["H", "C", "H", "H", "H", "H", "C", "H", "H", "H", "O", "C", "H", "O", "H", "H", "H", "O", "H", "C", "C", "C", "H", "C", "O", "H", "O", "O", "H", "O", "C", "C", "H", "C", "H", "C", "O", "C", "C", "C", "H", "O", "C", "O", "O", "C", "H", "C", "C", "O", "C", "H", "C", "O", "H", "H", "O", "C", "H", "H", "C", "O", "O", "C", "C", "C", "O", "C", "H", "C", "O", "C", "H", "C", "O", "C", "O", "H", "O", "O", "H", "C", "C", "C", "C", "H", "C", "O", "H", "H", "O", "O", "O", "H", "C", "C", "O", "H", "O", "S", "C", "C", "O", "N", "C", "H", "O", "C", "C", "C", "H", "C"],
  "xyz": [[-5.49666, 2.69401, 5.92653], [-4.69616, 2.12420, 7.81432], [-7.79167, 5.18362, 8.70858], [1.59222, -5.66886, 1.77154], [-1.42729, 0.50236, -1.15240], [3.04311, -3.78711, -1.02632], [-0.17099, -0.74386, -0.60330], [-0.85220, -0.34245, -4.94659], [11.64915, -5.85870, 2.68716], [0.08045, 9.01609, -7.20722], [-4.03321, 9.73408, -4.37630], [-0.68842, 0.78334, -7.85922], [2.09260, 8.16678, -10.05247], [10.48686, -9.48440, 5.01264], [-2.47049, -5.89223, 8.12941], [-3.04845, 5.48967, -3.46144], [-5.07627, 8.87360, -6.64971], [-3.80434, 1.24020, 7.38561], [8.16646, -9.40015, 3.75574], [-4.66061, 6.81969, -6.28361], [-3.48303, 6.23465, -4.11364], [-3.46328, -2.39302, 7.42266], [-2.69354, 3.36927, -9.60673], [-1.41834, 1.76801, -8.63391], [0.20216, -5.80806, 3.44410], [5.44911, -5.44199, 3.35131], [-4.13188, 4.62266, -5.69903], [-1.06645, 7.08304, -5.82511], [2.21182, -4.20293, 2.48516], [12.31447, -7.65592, 4.52636], [-2.89156, -1.84300, 6.33835], [1.77451, -2.55696, -1.57576], [7.65363, -6.80355, 1.32006], [-2.55588, 2.49797, -7.97458], [-3.73523, 2.78270, -6.24062], [-4.07878, 5.79146, -5.34556], [-7.33643, 4.83982, 9.50212], [0.08688, -0.92029, -2.08271], [-1.92760, -2.61503, 5.46839], [1.25942, 6.30244, -9.07201], [0.13687, 0.27447, -8.33734], [-1.09463, 0.14019, -0.30525], [-4.72869, 2.29646, 9.31384], [-1.92477, -5.75914, 7.32748], [2.72594, -3.43528, -1.87509], [9.66673, -6.62853, 2.24492], [2.27984, -7.93400, 2.83981], [0.66475, 5.21927, -8.31341], [-6.45041, 3.75526, 7.57075], [7.51096, -7.57387, 1.90871], [10.17421, -8.65579, 4.18428], [-5.65539, 3.38020, 10.95614], [-0.34941, 6.92486, -6.79985], [-3.12306, -0.59898, 5.95143], [-0.89821, -4.50806, 5.21523], [-4.15775, -1.85338, 8.05153], [-2.47677, 0.96567, -4.78906], [-3.47090, 7.54242, -3.81886], [-5.02326, 5.35979, -7.37440], [3.97708, -5.50582, 1.65540], [2.19358, -5.28745, 2.60081], [2.14336, -3.09405, 0.68038], [-3.62586, -4.35419, 8.72928], [8.88769, -8.63602, 3.50170], [-4.07747, 8.57404, -4.73868], [1.01966, 7.72161, -8.61193], [-3.96084, 1.60755, 9.96298], [-5.50965, 2.81135, 7.00083], [4.04807, -4.63739, 4.16211], [-2.16967, -4.52263, 6.92149], [-2.93078, 8.02838, -2.71534], [-3.15275, -3.76154, 7.77917], [-3.36470, 0.90858, 8.19446], [8.65172, -7.68606, 2.59343], [-1.46639, -2.04686, 4.49383], [1.10670, -1.86127, -2.50337], [1.58562, -5.72645, 3.78191], [-1.16153, 5.04860, -5.79782], [1.61478, 8.64499, -9.34634], [-0.66985, 4.57405, -6.49639], [-0.14714, -6.52881, 3.99077], [10.93430, -6.63083, 2.93368], [0.50398, -1.45199, 0.32269], [-2.92230, 2.25570, -6.71149], [-5.65098, 3.25329, 9.88291], [-2.59020, -0.46597, 5.14373], [-4.66141, 8.12725, -5.98731], [-5.15841, 6.32678, -7.40831], [12.23946, -8.43068, 5.11672], [0.32492, -1.33773, 1.38300], [-3.15575, 3.40104, -8.74666], [-1.16490, 2.04854, -9.79216], [-0.58510, -0.24945, -2.83883], [-3.06285, 8.99641, -2.75317], [1.49607, -2.39717, -0.10182], [0.25977, 8.00423, -7.54226], [-7.23672, 4.41520, 6.91874], [4.35390, -6.35685, 4.39921], [-0.42199, -0.34560, -5.82506], [3.46089, -7.66605, 2.26331], [-2.20801, 1.26015, -5.93949], [11.18388, -7.58127, 3.85036], [9.33748, -5.82009, 1.39187], [3.54876, -5.89450, 2.49654], [-1.60168, -3.97615, 5.83818], [1.29655, -1.96840, -3.56265], [1.94814, 6.14771, -10.06150], [-0.09056, 5.50438, -7.24414], [4.42053, -5.54122, 3.68583], [-1.04911, 0.53844, -6.59149], [0.85345, 4.20611, -8.64164], [-6.46391, 3.94534, 9.06986]],
  "atomic_forces_ev_per_a": [[0.01, -0.02, 0.00], [-0.02, 0.06, -0.15], [-0.02, 0.01, -0.03], [0.23, 0.04, -0.10], [-0.04, 0.01, -0.02], [0.03, 0.02, 0.04], [0.03, -0.02, 0.20], [-0.03, 0.17, 0.05], [0.03, -0.03, 0.01], [0.01, 0.01, -0.03], [0.08, 0.00, 0.14], [0.06, 0.00, -0.08], [0.01, -0.02, -0.03], [0.13, 0.04, 0.07], [-0.03, 0.01, 0.02], [-0.01, 0.02, 0.03], [-0.01, -0.02, -0.01], [-0.29, 0.61, 0.49], [0.01, -0.01, -0.02], [-0.03, 0.17, -0.07], [-0.06, -0.15, 0.16], [-0.03, 0.00, 0.05], [0.01, -0.01, -0.03], [0.16, -0.13, 0.06], [-0.45, 0.19, -0.36], [-0.03, 0.04, -0.02], [-0.20, 0.43, 0.05], [0.01, -0.20, -0.03], [0.53, -0.01, 0.36], [-0.06, -0.09, 0.04], [-0.16, -0.01, 0.15], [-0.02, 0.05, -0.13], [0.15, -0.02, -0.08], [-0.12, 0.04, 0.13], [0.10, -0.18, -0.03], [0.08, 0.04, 0.09], [-0.02, 0.01, -0.09], [0.18, -0.14, -0.14], [0.07, -0.17, 0.02], [-0.06, -0.22, 0.06], [-0.01, -0.02, 0.02], [0.00, 0.00, -0.12], [-0.12, 0.13, 0.18], [-0.06, 0.01, 0.06], [-0.01, -0.04, 0.07], [0.26, 0.08, 0.06], [-0.08, 0.59, 0.18], [0.04, -0.07, -0.06], [0.12, -0.13, -0.16], [-0.15, 0.14, 0.02], [-0.22, -0.04, -0.08], [-0.03, 0.02, 0.00], [0.04, 0.24, -0.06], [0.36, -0.70, -0.51], [0.01, 0.01, 0.00], [-0.02, 0.02, -0.03], [0.09, -0.11, 0.02], [0.07, -0.24, 0.07], [0.04, -0.02, -0.03], [-0.11, -0.07, -0.11], [-1.36, 0.02, -0.84], [0.20, -0.15, -0.33], [0.08, -0.15, 0.00], [-0.04, -0.07, 0.08], [-0.07, 0.02, -0.24], [-0.08, 0.13, 0.12], [0.08, -0.08, -0.11], [-0.04, 0.02, -0.08], [0.07, 0.14, -0.26], [0.11, -0.01, -0.13], [-0.05, 0.14, -0.04], [-0.11, 0.24, 0.03], [0.04, -0.01, 0.02], [-0.07, -0.17, 0.06], [-0.03, 0.13, 0.02], [-0.04, 0.01, -0.10], [0.49, -0.26, 0.41], [-0.05, 0.01, 0.00], [0.03, -0.07, -0.05], [0.01, 0.08, 0.07], [0.38, -0.08, 0.22], [0.02, 0.09, -0.06], [0.04, -0.04, 0.12], [-0.14, -0.32, 0.00], [0.05, -0.03, 0.09], [-0.01, 0.05, -0.03], [-0.01, 0.09, 0.00], [0.02, -0.09, 0.05], [0.02, -0.03, 0.02], [-0.05, 0.02, -0.01], [0.07, -0.01, -0.05], [-0.05, 0.13, -0.02], [-0.07, 0.03, 0.06], [0.00, 0.04, -0.01], [-0.18, 0.20, 0.21], [-0.05, 0.06, 0.06], [-0.07, 0.09, 0.10], [-0.03, 0.02, -0.04], [-0.07, -0.04, 0.08], [0.66, -0.57, -0.68], [-0.09, 0.14, -0.12], [0.05, 0.15, -0.11], [-0.18, -0.01, 0.00], [-0.35, 0.00, 1.10], [0.08, 0.02, -0.10], [0.02, -0.02, 0.01], [0.06, 0.14, -0.03], [0.08, -0.09, -0.11], [0.03, -0.14, 0.27], [0.11, -0.03, -0.12], [-0.03, 0.00, 0.00], [0.06, -0.04, 0.17]],
  "lowdin_charge": [0.14, -0.22, 0.12, 0.14, 0.14, 0.10, -0.22, 0.08, 0.14, 0.14, 0.11, 0.07, 0.12, 0.13, 0.12, 0.14, 0.14, 0.08, 0.14, -0.23, 0.05, 0.08, 0.12, -0.32, 0.01, 0.10, 0.07, 0.11, 0.13, 0.13, -0.22, -0.23, 0.11, -0.24, 0.10, -0.30, 0.12, -0.28, -0.31, -0.31, 0.13, 0.15, -0.31, 0.11, 0.12, -0.32, -0.09, 0.08, -0.31, 0.07, -0.31, 0.14, -0.30, 0.10, 0.11, 0.14, 0.10, -0.24, 0.12, 0.15, -0.24, 0.04, 0.12, 0.08, -0.31, -0.23, 0.10, 0.08, 0.11, -0.23, 0.13, -0.31, 0.12, -0.24, 0.10, 0.09, -0.13, 0.11, 0.13, 0.11, 0.13, 0.08, 0.08, 0.06, 0.07, 0.13, 0.08, 0.12, 0.13, 0.14, 0.11, 0.10, 0.12, 0.12, -0.29, 0.08, 0.11, 0.09, 0.10, 0.94, -0.30, -0.23, 0.10, -0.39, 0.07, 0.14, 0.12, -0.22, -0.02, -0.23, 0.13, -0.23],
  "multiplicity": 1,
  "e_homo_ev": -10.511,
  "mol_weight_g_mol": 1090.8,
  "e_lumo_ha": -0.148,
  "charge": 1,
  "e_above_lowest_kcal_mol": 5.35
}

[2]
{
  "formula": "C3H10N",
  "method": "ωB97M-V/def2-TZVPD",
  "symbols": ["H", "C", "H", "H", "H", "H", "C", "H", "C", "H", "H", "N", "H", "H"],
  "xyz": [[1.47807, 1.50187, 1.57774], [-0.83186, -0.60622, -1.52323], [-0.10305, 0.08710, 2.74524], [-0.58710, 0.34789, -1.95265], [1.64251, 1.51534, -0.18785], [2.05125, -0.04110, 0.67458], [1.38310, 0.85442, 0.67904], [-0.08914, -1.29937, -1.97594], [-0.13072, 0.44288, 0.76005], [-1.37829, -1.05972, 0.49795], [-1.88840, -0.86357, -1.80719], [-0.59113, -0.70848, -0.06723], [0.12460, -1.38030, 0.06017], [-0.87105, 1.15681, 0.75622]],
  "atomic_forces_ev_per_a": [[0.52, -0.69, -0.60], [-0.28, -0.94, -1.60], [-0.43, 0.12, -3.29], [-0.01, 0.71, 0.39], [-0.43, -0.71, 0.42], [-0.50, 0.84, 0.32], [-1.32, 0.33, -0.19], [-0.92, 0.26, 0.05], [3.23, -0.86, 2.38], [-0.08, -0.11, -0.78], [1.17, 0.11, 0.51], [-0.45, 0.31, 2.15], [0.84, -1.18, 0.18], [-1.34, 1.81, 0.08]],
  "nbo_charge": [0.27, -0.45, 0.13, 0.25, 0.24, 0.23, -0.69, 0.24, -0.03, 0.46, 0.26, -0.55, 0.43, 0.20],
  "multiplicity": 1,
  "e_homo_ev": [-14.502, -14.780],
  "mol_weight_g_mol": 60.1,
  "e_lumo_ha": [-0.180, -0.186],
  "charge": 1,
  "e_above_lowest_kcal_mol": 107.20
}